# C5H14N3O

A 2-piece molecular cluster, C5H14N3O overall (ωB97M-V with the def2-TZVPD basis set, the Open Molecules 2025 dataset).

Geometry as XYZ:
```
23
Properties=species:S:1:pos:R:3:forces:R:3
O -1.1111 -0.4103 -1.4105 -0.05 -0.31 0.19
N 1.9725 0.0871 -0.3933 -0.44 0.35 -0.02
N -1.0921 -1.7807 0.3672 -0.11 -0.13 -0.22
N -0.3634 1.9294 -0.4714 0.09 0.20 -0.27
C -0.0582 0.9947 0.5569 0.45 0.26 0.48
C -1.4254 -0.5840 -0.1285 -0.12 -0.38 -0.43
C 1.0920 0.2449 0.5942 -0.50 0.16 -0.14
C 3.1423 -0.7500 -0.3019 0.54 -0.28 -0.12
C -2.6710 0.0607 0.3987 -0.05 0.14 -0.08
H -0.5617 1.1580 1.4969 0.05 0.01 0.08
H 3.2162 -1.3895 -1.1849 0.01 0.03 0.14
H -1.4668 -2.1055 1.2416 -0.02 0.05 -0.07
H 0.4390 2.1781 -1.0380 -0.04 0.20 0.09
H -1.1915 0.5433 -1.6406 0.00 -0.11 0.34
H -2.7984 -0.1068 1.4616 0.06 -0.01 0.16
H -2.6918 1.1262 0.1891 0.04 0.00 -0.01
H 4.0504 -0.1442 -0.2366 -0.08 -0.09 0.03
H -3.5165 -0.3923 -0.1246 0.06 -0.06 -0.02
H -0.7611 2.7812 -0.0933 0.08 -0.02 -0.13
H 1.2468 -0.3846 1.4614 0.06 0.01 0.00
H 3.0741 -1.3769 0.5868 0.00 0.04 -0.07
H -0.4439 -2.3701 -0.1293 0.00 0.03 -0.01
H 1.9197 0.6912 -1.2014 -0.02 -0.10 0.08
```
Forces are in eV/Å.

The value obtained for the energy above the lowest of the compared OMol25 structures with the same formula, charge and spin is 1.360 eV. The HOMO energy comes out at -11.66 eV. The value obtained for the gap between HOMO and LUMO is 8.3 eV. The LUMO energy comes out at -3.4 eV. As for the charge: +1. The calculation puts the total energy at -11923.0467 eV. The largest force on an atom is 0.7 eV/Å. Its spin multiplicity is 1.